1.
DFT (the ωB97M-V functional and the def2-TZVPD basis) results for a structure of composition C20H21BrClN2O3SY at a distorted geometry.

Each line ends with the Mulliken charge.
Element x y z (Å)
Y  -0.19  -2.32  0.03  1.156
C  5.87  -1.16  0.09  -1.014
C  4.96  -0.30  1.00  -0.667
N  3.89  0.40  0.23  0.109
C  4.37  1.53  -0.63  -0.499
C  4.63  2.82  0.09  -1.090
C  2.59  0.06  0.27  0.351
S  2.26  -1.59  0.68  -0.423
N  1.71  1.02  0.06  -0.240
C  0.36  0.94  0.03  0.085
O  -0.38  -0.09  0.12  -0.694
C  -0.35  2.25  -0.06  0.324
C  -1.73  2.26  -0.33  -0.208
C  -2.47  3.49  -0.38  -0.626
C  -1.79  4.71  -0.29  -0.327
C  -0.41  4.70  0.00  -0.493
C  0.28  3.52  0.19  -0.268
H  6.49  -1.78  0.80  0.358
H  6.47  -0.50  -0.56  0.345
H  5.33  -1.81  -0.60  0.260
H  5.47  0.49  1.47  0.349
H  4.40  -0.96  1.70  0.428
H  3.57  1.67  -1.37  0.355
H  5.24  1.12  -1.16  0.392
H  4.43  2.73  1.19  0.321
H  3.94  3.60  -0.33  0.257
H  5.68  3.16  -0.11  0.309
H  -2.22  1.36  -0.66  0.480
H  -3.58  3.46  -0.55  0.336
H  -2.25  5.71  -0.47  0.311
H  0.14  5.66  0.19  0.311
H  1.33  3.52  0.48  0.397
Br  -4.11  -4.68  -1.11  -0.116
C  -4.98  -3.21  -0.35  0.150
C  -6.34  -3.23  -0.14  -0.407
C  -7.03  -2.01  0.07  -0.453
C  -6.25  -0.87  0.27  -0.426
C  -4.88  -0.94  0.43  -0.245
C  -4.22  -2.09  0.04  0.488
C  -2.77  -2.33  0.06  0.834
O  -2.10  -2.62  1.13  -0.797
O  -2.11  -2.25  -1.08  -0.624
H  -6.87  -4.19  -0.29  0.339
H  -8.13  -2.03  0.10  0.345
H  -6.68  0.18  0.29  0.312
H  -4.29  -0.08  0.89  0.383
Cl  0.94  -4.04  -1.74  -0.242
C  0.47  -4.72  -0.01  -0.726
H  1.45  -4.95  0.42  0.211
H  -0.14  -5.63  -0.10  0.289

Total charge: 0
HOMO energy: -8.345 eV
Total energy: -124649.3649 eV
LUMO energy: -0.34 eV

***

2.
DFT (the ωB97M-V functional and the def2-TZVPD basis) results for a cluster of 5 separate species, C15H35N5O5 in total at a distorted geometry.

Each line ends with the Mulliken charge.
Element x y z (Å)
C  -18.74  19.54  2.85  0.165
O  -18.70  20.76  2.97  -0.587
N  -19.73  18.75  3.33  0.104
C  -20.83  19.32  4.05  -0.822
C  -19.83  17.33  3.01  -0.887
H  -17.97  18.90  2.39  0.321
H  -21.76  19.22  3.49  0.182
H  -20.64  20.39  4.15  0.298
H  -20.95  18.94  5.07  0.349
H  -19.82  16.78  3.95  0.319
H  -20.77  17.11  2.49  0.297
H  -19.01  16.94  2.40  0.311
C  -17.78  24.03  1.22  0.398
O  -16.97  23.80  0.35  -0.651
N  -18.24  25.24  1.57  0.037
C  -19.43  25.39  2.45  -0.893
C  -17.86  26.45  0.86  -0.941
H  -18.22  23.28  1.91  0.171
H  -19.41  24.60  3.20  0.316
H  -20.33  25.25  1.86  0.319
H  -19.36  26.39  2.87  0.297
H  -16.95  26.41  0.26  0.316
H  -18.64  26.65  0.13  0.326
H  -17.79  27.23  1.62  0.297
C  -23.16  25.09  5.74  0.169
O  -23.62  24.97  6.85  -0.583
N  -23.82  24.80  4.59  0.151
C  -23.33  25.28  3.34  -0.219
C  -25.18  24.23  4.54  -0.815
H  -22.15  25.48  5.52  0.291
H  -23.45  24.56  2.53  -0.094
H  -22.29  25.58  3.40  -0.061
H  -23.82  26.23  3.09  0.351
H  -25.24  23.59  3.67  0.168
H  -25.44  23.73  5.47  0.316
H  -25.95  24.98  4.36  0.343
C  -21.82  22.21  0.90  0.219
O  -21.30  23.17  0.35  -0.644
N  -23.16  22.08  1.06  0.353
C  -23.75  20.89  1.70  -0.499
C  -24.10  22.95  0.40  -0.372
H  -21.22  21.37  1.28  0.221
H  -24.22  21.18  2.63  0.233
H  -22.99  20.17  2.00  -0.103
H  -24.35  20.37  0.96  0.275
H  -24.80  23.32  1.16  0.317
H  -23.64  23.85  0.01  0.376
H  -24.75  22.52  -0.36  -0.315
C  -26.45  19.51  -2.03  0.093
O  -26.32  19.95  -0.90  -0.566
N  -26.07  20.14  -3.17  0.146
C  -26.19  19.38  -4.41  -0.840
C  -25.49  21.45  -3.16  -0.758
H  -26.85  18.50  -2.16  0.281
H  -25.28  19.14  -4.97  0.316
H  -26.86  19.86  -5.12  0.314
H  -26.62  18.41  -4.17  0.262
H  -24.44  21.23  -3.36  0.363
H  -25.98  22.15  -3.84  0.319
H  -25.52  21.94  -2.19  -0.047

Total charge: 0
HOMO energy: -8.644 eV
Structure (SMILES): CN(C)C=O.CN(C)C=O.CN(C)C=O.CN(C)C=O.CN(C)C=O
Total energy: -33809.9227 eV
LUMO energy: 0.44 eV

***

3.
DFT (the ωB97M-V functional and the def2-TZVPD basis) results for a structure of composition C13H31N4O5Zr at a distorted geometry.

Each line ends with the Mulliken charge.
Element x y z (Å)
Zr  -0.22  3.14  1.80  1.793
C  2.19  -2.29  0.95  -0.342
O  1.58  -1.06  1.21  -0.228
H  2.78  -2.70  1.77  0.274
H  1.38  -3.00  0.79  0.288
H  2.76  -2.28  0.02  0.276
C  -5.58  -1.40  3.37  -1.133
C  -4.16  -1.45  4.00  0.776
O  -3.40  -0.49  3.82  -0.648
N  -3.76  -2.57  4.59  -0.152
C  -2.41  -2.80  5.08  -0.843
H  -5.82  -2.06  2.54  0.295
H  -5.79  -0.37  3.07  0.303
H  -6.39  -1.59  4.08  0.360
H  -4.38  -3.35  4.45  0.246
H  -2.50  -3.32  6.03  0.315
H  -1.71  -1.96  5.02  0.301
H  -1.89  -3.53  4.47  0.323
C  1.25  4.47  -4.68  -1.042
C  2.22  3.56  -3.95  0.731
O  2.02  3.39  -2.76  -0.645
N  3.24  2.97  -4.58  -0.188
C  4.28  2.08  -3.99  -0.775
H  1.71  5.18  -5.36  0.384
H  0.82  5.12  -3.91  0.267
H  0.53  3.85  -5.22  0.276
H  3.40  3.44  -5.46  0.244
H  4.28  1.25  -4.69  0.297
H  4.00  1.85  -2.96  0.285
H  5.28  2.51  -4.08  0.300
C  -7.80  -4.48  -3.55  -0.957
C  -6.47  -5.20  -3.13  0.856
O  -6.30  -6.30  -3.64  -0.411
N  -5.59  -4.58  -2.53  -0.193
C  -4.24  -5.11  -2.08  -0.805
H  -7.55  -3.43  -3.39  0.273
H  -8.63  -4.62  -2.86  0.298
H  -8.28  -4.65  -4.51  0.324
H  -5.75  -3.63  -2.21  0.238
H  -4.37  -6.13  -1.73  0.318
H  -3.93  -4.48  -1.24  0.304
H  -3.61  -5.03  -2.97  0.302
C  6.35  2.93  3.79  -0.986
C  5.92  3.75  2.61  0.700
O  4.71  3.92  2.42  -0.651
N  6.83  4.48  1.99  -0.178
C  6.55  5.62  1.07  -0.826
H  6.72  3.61  4.56  0.298
H  7.15  2.25  3.48  0.357
H  5.44  2.37  4.01  0.252
H  7.81  4.36  2.17  0.261
H  6.10  6.45  1.62  0.280
H  5.88  5.36  0.26  0.250
H  7.39  5.96  0.46  0.357

Total charge: +3
HOMO energy: -15.176 eV
Total energy: -31419.4372 eV
LUMO energy: -13.79 eV

***

4.
DFT (the ωB97M-V functional and the def2-TZVPD basis) results for a structure of composition C24H22BrCoF6IN4P.

Each line ends with the Mulliken charge.
Element x y z (Å)
Co  0.29  0.14  1.27  -0.735
C  1.81  -1.56  2.87  -1.097
N  0.47  -1.54  2.21  0.351
C  -0.67  -1.49  3.18  -1.356
C  -1.87  -0.93  2.45  0.925
C  -3.17  -1.08  2.87  -1.013
C  -4.19  -0.51  2.10  -0.449
C  -3.86  0.15  0.93  -0.859
C  -2.54  0.28  0.57  -0.239
N  -1.57  -0.24  1.33  1.104
C  0.27  -2.64  1.24  -1.099
C  0.81  -2.21  -0.08  1.065
C  1.37  -3.06  -1.01  -1.157
C  1.83  -2.54  -2.21  -0.451
C  1.71  -1.18  -2.45  -1.065
C  1.13  -0.38  -1.48  -0.375
N  0.69  -0.90  -0.33  0.938
C  2.75  -0.56  2.25  0.866
C  4.10  -0.53  2.50  -1.089
C  4.87  0.48  1.94  -0.388
C  4.26  1.41  1.10  -1.046
C  2.91  1.31  0.87  -0.029
N  2.17  0.35  1.45  0.847
H  2.25  -2.56  2.82  0.476
H  1.69  -1.32  3.93  0.470
H  -0.40  -0.81  3.99  0.529
H  -0.87  -2.47  3.60  0.648
H  -3.39  -1.62  3.78  0.539
H  -5.22  -0.59  2.42  0.459
H  -4.63  0.58  0.30  0.515
H  -2.22  0.82  -0.31  0.517
H  -0.80  -2.80  1.12  0.372
H  0.71  -3.57  1.59  0.539
H  1.46  -4.12  -0.80  0.545
H  2.28  -3.19  -2.95  0.470
H  2.06  -0.73  -3.37  0.548
H  1.01  0.69  -1.61  0.474
H  4.54  -1.27  3.16  0.550
H  5.93  0.53  2.14  0.447
H  4.82  2.21  0.65  0.500
H  2.39  2.01  0.23  0.599
F  0.00  1.92  0.70  -0.852
P  -0.27  2.92  2.23  1.484
F  -1.78  2.47  2.09  -0.362
F  -0.46  3.58  3.61  -0.256
F  -0.47  4.15  1.31  -0.295
F  1.30  3.09  2.22  -0.380
F  0.01  1.36  2.93  -0.325
Br  -1.55  4.45  -5.34  -0.157
C  -1.80  2.60  -5.12  0.021
C  -2.40  1.89  -6.15  -0.422
C  -2.61  0.52  -6.03  -0.549
C  -2.21  -0.14  -4.89  -0.788
C  -1.61  0.56  -3.86  0.197
C  -1.39  1.93  -3.97  -0.045
I  -0.47  2.94  -2.39  0.341
H  -2.71  2.42  -7.04  0.407
H  -3.08  -0.02  -6.84  0.392
H  -2.37  -1.21  -4.79  0.399
H  -1.29  0.04  -2.96  0.347

Total charge: +2
HOMO energy: -13.160 eV
Total energy: -172562.1972 eV
LUMO energy: -7.55 eV

***

- The highest HOMO energy belongs to which entry?
  C20H21BrClN2O3SY

***

- Look up the total energy of the third one.
  -31419.4372 eV